# 1
Computed, not measured: a molecular structure, C58H67F5N4O2P2S4Y in a non-equilibrium geometry, with ωB97M-V/def2-TZVPD.

Summary:
HOMO energy, eV: -4.28
DFT total energy, eV: -147845.907
Charge: -1
HOMO-LUMO gap, hartree: 0.2069

Cartesian coordinates (Å):
Y -0.2969 -0.0341 -0.1515
C 0.5553 -4.2385 -3.6120
C 0.0375 -3.0151 -2.8551
C -0.4220 -1.9477 -3.8471
P 1.1486 -2.2068 -1.5890
C 2.2569 -3.6147 -1.0675
C 3.5190 -3.1608 -0.3330
C 1.4781 -4.6558 -0.2477
C 2.3343 -1.2063 -2.5479
C 3.2108 -1.8201 -3.4556
C 4.2366 -1.1550 -4.0987
C 5.1365 -1.8399 -5.0966
C 4.4149 0.1883 -3.7563
C 3.5638 0.8226 -2.8827
C 2.4451 0.1756 -2.2944
N 1.5685 0.8741 -1.4759
C 1.3950 2.2356 -1.7603
C 1.3580 2.7383 -3.0733
C 1.1341 4.0735 -3.3400
C 0.9343 4.9959 -2.3143
C 0.6763 6.4570 -2.5940
C 0.9457 4.5054 -1.0195
C 1.1543 3.1562 -0.7241
P 1.0297 2.4251 0.9368
C 2.7891 2.3788 1.5300
C 3.6673 3.5533 1.1031
C 2.8452 2.1491 3.0439
C 0.1292 3.6436 2.0192
C -1.2614 3.9105 1.4311
C 0.8015 4.9433 2.4702
H -0.2279 -4.5779 -4.2975
H 0.7996 -5.0730 -2.9549
H 1.4350 -4.0096 -4.2196
H -0.8260 -3.3192 -2.2598
H 0.4098 -1.6323 -4.4822
H -0.8118 -1.0583 -3.3494
H -1.2159 -2.3462 -4.4824
H 2.5719 -4.0748 -2.0047
H 3.2837 -2.7017 0.6271
H 4.0895 -2.4386 -0.9191
H 4.1564 -4.0323 -0.1484
H 0.7546 -4.1907 0.4213
H 2.1661 -5.2400 0.3696
H 0.9269 -5.3509 -0.8835
H 3.0969 -2.8807 -3.6541
H 4.9132 -2.9064 -5.1542
H 6.1906 -1.7325 -4.8272
H 5.0119 -1.4212 -6.0985
H 5.2496 0.7416 -4.1787
H 3.7435 1.8598 -2.6302
H 1.4787 2.0448 -3.8953
H 1.0972 4.4081 -4.3730
H 0.8844 6.6970 -3.6375
H 1.3026 7.0997 -1.9704
H -0.3652 6.7230 -2.3945
H 0.7838 5.2044 -0.2099
H 3.1670 1.4781 1.0359
H 3.3973 4.4719 1.6288
H 3.5979 3.7430 0.0315
H 4.7126 3.3298 1.3405
H 2.4966 3.0263 3.5966
H 3.8770 1.9539 3.3512
H 2.2423 1.2911 3.3448
H -0.0259 3.0408 2.9171
H -1.2064 4.5026 0.5160
H -1.8751 4.4574 2.1546
H -1.7758 2.9794 1.1988
H 1.0516 5.6082 1.6444
H 1.7127 4.7628 3.0385
H 0.1093 5.4835 3.1237
F 3.4288 -4.1680 3.3020
C 2.5732 -3.3028 3.8984
F 2.3830 -3.7893 5.1586
F 3.2162 -2.1512 4.0403
C 1.2600 -3.2448 3.1649
C 0.4066 -4.3062 3.4120
C -0.8208 -4.3744 2.7759
C -1.1399 -3.3532 1.8981
N -0.3353 -2.3268 1.6304
C 0.8856 -2.2413 2.2303
S 1.8387 -0.9014 1.7675
H 0.7123 -5.0811 4.1038
H -1.5035 -5.1993 2.9411
H -2.0758 -3.3519 1.3478
S -0.6434 0.4233 3.3641
C -1.9296 -0.5661 3.6103
N -2.0082 -1.4425 4.6382
C -3.2837 -2.0553 4.9833
C -3.9340 -2.5620 3.7346
N -4.0527 -1.4824 2.7627
C -5.2054 -1.5868 1.8694
C -6.4756 -1.1175 2.5413
C -7.5798 -1.9561 2.6282
C -8.7490 -1.5316 3.2518
C -8.8177 -0.2614 3.8027
C -7.7143 0.5835 3.7237
C -6.5517 0.1599 3.0980
C -3.1057 -0.5377 2.6269
S -3.1637 0.5955 1.4271
C -0.9429 -1.6047 5.6255
C -1.2961 -0.9740 6.9531
C -1.3914 0.4133 7.0667
C -1.7389 0.9949 8.2772
C -1.9921 0.2003 9.3902
C -1.8966 -1.1795 9.2854
C -1.5529 -1.7610 8.0693
H -3.9371 -1.3379 5.4899
H -3.0959 -2.8806 5.6684
H -4.9342 -2.9312 3.9598
H -3.3449 -3.3803 3.3132
H -5.3057 -2.6354 1.5831
H -4.9834 -1.0168 0.9715
H -7.5283 -2.9514 2.1974
H -9.6023 -2.1972 3.3096
H -9.7263 0.0726 4.2899
H -7.7608 1.5793 4.1487
H -5.6950 0.8236 3.0255
H -0.0449 -1.1546 5.2129
H -0.7677 -2.6756 5.7526
H -1.1874 1.0291 6.1965
H -1.8075 2.0733 8.3542
H -2.2589 0.6568 10.3357
H -2.0895 -1.8057 10.1476
H -1.4738 -2.8410 7.9897
O -5.8515 -4.8134 -5.8176
C -5.2997 -3.5688 -5.7585
O -5.4048 -2.8534 -6.7164
C -4.6257 -3.1954 -4.4869
C -4.2740 -4.1160 -3.4986
C -3.6533 -3.7057 -2.3329
C -3.3556 -2.3509 -2.0987
S -2.6253 -1.8609 -0.5937
C -3.7092 -1.4319 -3.1023
C -4.3247 -1.8511 -4.2672
H -5.7719 -5.2349 -4.9546
H -4.4401 -5.1818 -3.6347
H -3.3680 -4.4311 -1.5801
H -3.4936 -0.3825 -2.9420
H -4.5920 -1.1392 -5.0391
F -1.1350 1.0848 -2.7562
C -1.5459 1.5034 -1.4498
F -2.9447 1.3027 -1.4791
H -1.4603 2.5943 -1.4842

Here are the Löwdin charges for atoms 1 to 8, given in e:
1. Y 1.04
2. C -0.11
3. C -0.54
4. C -0.11
5. P 1.05
6. C -0.52
7. C -0.12
8. C -0.09

=====

# 2
Computed, not measured: 11 unconnected molecules or ions with the total composition H23O11 in a non-equilibrium geometry, with ωB97M-V/def2-TZVPD.

Summary:
HOMO energy, eV: -14.31
DFT total energy, eV: -22888.647
Energy above the lowest of the compared OMol25 structures with the same formula, charge and spin, kJ/mol: 367.35
Charge: +1
HOMO-LUMO gap, hartree: 0.4193

Cartesian coordinates (Å):
O 0.2307 -2.0974 -2.4000
H -0.3507 -1.3644 -2.1916
H 0.0393 -2.2820 -3.3267
O -0.1265 3.7933 0.7188
H -0.6137 3.2186 1.2982
H 0.0646 4.6698 1.0317
O -4.0039 0.7255 2.0381
H 0.0907 0.9723 -2.2800
H -0.6362 0.0695 2.7747
O 3.1639 1.4439 -1.2537
H 3.2860 2.4139 -1.3732
H 2.3402 1.1737 0.0760
O 4.4334 -0.0766 1.5119
H 4.1210 -0.9754 1.3140
H 4.1040 1.1434 -1.1608
O -2.6923 -2.6521 -0.4566
H -3.3844 -3.1807 -0.0328
H -4.6158 1.4239 1.8549
O -0.6005 -0.7777 2.3229
H -3.3959 0.5253 2.7323
O -2.4601 -0.1952 -1.0893
H -3.1655 0.4005 -0.8191
H -2.7750 -1.1384 -1.0838
O 1.4982 0.4765 0.4191
H 0.7208 0.5394 -0.3115
H 1.8223 -0.5195 -0.0653
O -0.1707 0.5558 -1.4618
H 1.7154 -1.9269 -1.4165
H -1.2377 0.6003 -1.3707
O 1.7724 -1.8866 -0.4183
H -2.4236 -2.2319 0.4197
H 1.0826 -2.2678 0.1314
H 3.6432 0.2554 1.9509
H -1.4761 -0.8286 1.9173

Here are the Löwdin charges for atoms 1 to 8, given in e:
1. O -0.04
2. H 0.01
3. H 0.08
4. O -0.04
5. H 0.02
6. H 0.03
7. O -0.04
8. H 0.08